(P)
57
Properties=species:S:1:pos:R:3 method="wB97M-V/def2-TZVPD" homo_energy_ev=-8.784 smiles="Cc1cnn(CCCNC(=O)C[C@@H]2CCN(Cc3ccc(C(N)=O)cc3)C2)c1" gap_ha=0.34648 lumo_energy_ev=0.6 molar_mass_da=383.496
H -2.377 -1.757 2.132
C -0.717 1.574 -3.178
C -0.595 0.516 -2.100
C -4.764 1.329 6.991
C 5.479 -2.875 -3.887
H 5.690 -0.940 -4.990
C -1.696 0.616 -1.060
H -0.612 -0.458 -2.600
H -2.656 0.598 -1.573
C -1.982 -0.759 2.348
H 2.303 2.392 -4.174
N 0.359 1.713 -4.032
H -0.907 -0.883 2.572
H -2.041 2.010 1.977
H 1.824 -0.455 -3.174
H -1.037 -0.561 4.887
H 6.879 -3.404 -5.418
H -5.626 1.204 4.509
H 4.450 0.930 -3.875
C -2.710 0.284 5.927
C -4.004 0.779 5.822
C -2.054 -0.198 4.802
N 4.404 -1.047 -3.303
H -2.502 2.508 -0.334
H 5.796 -4.712 -4.955
H 2.337 -0.015 -4.795
C -1.541 1.370 1.251
O -1.710 2.260 -3.308
C -1.640 -0.525 -0.041
C -1.617 1.892 -0.185
H -4.924 1.199 9.003
C -3.977 0.301 3.463
C 2.382 0.286 -3.746
H -2.186 0.308 6.874
C 6.366 -3.864 -4.574
C -2.682 -0.204 3.564
H 4.518 -3.971 -2.179
C 5.277 -1.552 -4.204
C -4.627 0.795 4.578
C 4.658 -3.071 -2.758
N -2.181 0.062 1.173
N 4.011 -1.966 -2.415
C 1.749 1.661 -3.583
H -2.215 -1.403 -0.341
H -0.752 2.507 -0.436
H -4.458 0.316 2.493
H -0.591 -0.845 0.112
H -0.487 1.261 1.568
N -4.345 0.922 8.228
H 0.167 2.453 -4.693
O -5.688 2.105 6.851
H 1.830 1.986 -2.540
H -3.800 0.085 8.330
H 0.385 0.587 -1.616
H 7.126 -4.256 -3.898
H 3.883 0.633 -2.231
C 3.825 0.278 -3.261

=====

(Q)
57
Properties=species:S:1:pos:R:3 method="wB97M-V/def2-TZVPD" homo_energy_ev=-8.815 smiles="Cc1cnn(CCCNC(=O)C[C@@H]2CCN(Cc3ccc(C(N)=O)cc3)C2)c1" gap_ha=0.34562 lumo_energy_ev=0.6 molar_mass_da=383.496
H 9.670 -0.366 -3.564
C 1.956 -2.247 -0.084
H -3.383 -0.803 2.515
C 7.002 0.213 -0.755
H 2.258 -2.993 0.653
C -8.017 1.482 1.771
H -2.902 -1.670 -0.113
C -8.470 2.781 1.780
C 4.073 -2.147 -1.260
C 8.895 0.955 -2.165
H -7.319 4.560 2.520
H 1.143 -1.059 1.515
C 0.947 -1.233 0.457
H 5.343 -0.458 0.430
C 5.953 -1.386 -2.753
H 1.526 -2.779 -0.955
H -5.230 0.347 0.374
C -7.388 3.501 2.325
C -0.491 -1.698 0.312
C -1.484 -0.739 0.939
H 7.419 0.861 0.005
C -4.773 0.362 1.367
H -4.432 -1.767 1.470
H -9.746 3.620 0.260
H 4.348 -3.048 -0.703
C -3.855 -0.841 1.531
H 3.195 0.515 -1.305
O -1.151 0.172 1.664
C 7.116 -0.665 -2.984
H 5.528 -1.990 -3.547
C 5.315 -1.331 -1.521
N -2.796 -0.887 0.514
C 5.852 -0.518 -0.524
C 7.652 0.135 -1.984
H 1.488 0.878 0.348
C -9.787 3.311 1.306
H -10.571 2.560 1.398
H -6.462 -0.545 2.376
H -0.639 -2.677 0.784
H -0.745 -1.829 -0.746
H 7.573 -0.703 -3.965
H -8.489 0.567 1.451
H 0.424 0.375 -0.949
H 2.165 -0.617 -2.202
O 9.127 1.934 -1.484
C -5.861 0.365 2.431
N 3.087 -1.428 -0.485
N 9.746 0.543 -3.148
N -6.368 2.713 2.630
H 10.615 1.041 -3.238
N -6.768 1.485 2.289
H -5.420 0.419 3.428
H 3.655 -2.485 -2.225
H -4.186 1.277 1.446
C 1.268 0.059 -0.333
H -10.087 4.180 1.892
C 2.483 -0.303 -1.191

=====

Which of them is the least stable? Correct choice: (Q).